Entry 1:
Below is 14 unconnected molecules or ions with the total composition C47H133N11O14 in a non-equilibrium geometry, with properties calculated with ωB97M-V/def2-TZVPD.

Element x y z (Å)
C  6.809  -2.945  -4.352
C  5.556  -3.917  -4.364
C  4.196  -3.181  -4.033
O  4.444  -2.161  -3.032
C  3.301  -1.393  -2.658
N  5.490  -4.603  -5.642
H  7.311  -2.878  -3.387
H  6.417  -1.968  -4.638
H  7.541  -3.442  -4.988
H  5.665  -4.737  -3.654
H  3.514  -3.939  -3.647
H  3.866  -2.733  -4.970
H  2.445  -2.007  -2.934
H  3.257  -0.473  -3.241
H  3.194  -1.081  -1.619
H  6.420  -4.826  -5.965
H  5.067  -3.979  -6.314
C  -3.452  1.736  -3.928
C  -3.786  2.279  -5.264
C  -2.706  1.990  -6.394
O  -1.437  2.609  -6.070
C  -0.293  2.402  -6.900
N  -5.052  1.866  -5.719
H  -2.462  1.847  -3.486
H  -3.499  0.650  -4.015
H  -4.184  2.063  -3.189
H  -3.875  3.359  -5.150
H  -3.102  2.370  -7.336
H  -2.418  0.945  -6.509
H  0.608  2.641  -6.335
H  -0.359  2.969  -7.829
H  -0.120  1.398  -7.287
H  -5.073  1.073  -6.345
H  -5.182  2.549  -6.451
C  -2.841  -3.887  -3.558
C  -1.505  -4.057  -4.273
C  -0.384  -3.137  -3.805
O  -0.515  -1.816  -4.019
C  -0.319  -1.318  -5.310
N  -1.042  -5.476  -4.134
H  -3.688  -4.507  -3.851
H  -3.197  -2.893  -3.825
H  -2.838  -3.902  -2.468
H  -1.711  -3.896  -5.331
H  0.569  -3.518  -4.173
H  -0.343  -3.256  -2.723
H  -0.238  -2.156  -6.003
H  0.601  -0.745  -5.420
H  -1.190  -0.699  -5.527
H  -1.854  -6.033  -4.360
H  -0.283  -5.739  -4.746
C  -4.622  3.898  -0.022
C  -6.086  3.920  0.167
C  -6.584  4.936  -0.860
O  -6.525  4.387  -2.176
C  -6.630  5.320  -3.173
N  -6.510  2.547  0.045
H  -4.278  3.403  -0.930
H  -4.095  3.376  0.777
H  -4.271  4.911  -0.222
H  -6.279  4.294  1.172
H  -6.151  5.936  -0.823
H  -7.625  5.183  -0.654
H  -6.589  4.778  -4.118
H  -5.710  5.898  -3.083
H  -7.518  5.952  -3.143
H  -7.322  2.448  -0.547
H  -5.857  2.082  -0.570
C  0.378  -1.254  0.381
C  -0.886  -0.766  -0.247
C  -0.809  0.184  -1.439
O  -0.247  1.510  -1.235
C  -0.956  2.215  -0.198
N  -1.675  -1.968  -0.571
H  0.970  -0.497  0.896
H  1.068  -1.806  -0.257
H  0.174  -1.953  1.192
H  -1.477  -0.357  0.573
H  -1.805  0.309  -1.864
H  -0.278  -0.408  -2.184
H  -0.743  1.963  0.841
H  -2.037  2.243  -0.335
H  -0.558  3.229  -0.198
H  -1.859  -2.536  0.244
H  -1.011  -2.527  -1.088
C  -0.499  -2.005  5.015
C  0.925  -2.306  5.421
C  0.929  -3.173  6.714
O  0.557  -2.335  7.825
C  0.423  -2.938  9.114
N  1.424  -3.015  4.261
H  -0.985  -1.450  5.817
H  -1.071  -2.891  4.737
H  -0.463  -1.322  4.166
H  1.500  -1.383  5.496
H  1.856  -3.731  6.848
H  0.233  -4.008  6.643
H  0.140  -2.103  9.755
H  1.372  -3.389  9.405
H  -0.472  -3.556  9.184
H  0.869  -3.850  4.140
H  1.314  -2.519  3.388
C  1.900  1.558  7.082
C  0.872  2.457  6.305
C  0.163  1.625  5.196
O  0.972  1.335  4.028
C  0.880  2.400  3.018
N  -0.080  3.019  7.212
H  2.525  2.072  7.813
H  2.604  1.058  6.416
H  1.378  0.742  7.581
H  1.292  3.291  5.743
H  -0.843  1.971  4.957
H  -0.108  0.640  5.576
H  1.130  3.342  3.506
H  -0.143  2.528  2.667
H  1.522  2.279  2.145
H  -0.452  2.267  7.774
H  0.508  3.441  7.916
C  3.652  -0.194  2.565
C  5.129  -0.565  2.182
C  5.268  -1.815  1.170
O  4.815  -3.051  1.740
C  3.557  -3.443  1.086
N  5.797  0.591  1.633
H  3.180  -1.096  2.956
H  3.035  0.046  1.699
H  3.576  0.605  3.302
H  5.719  -0.909  3.031
H  6.341  -1.819  0.979
H  4.884  -1.525  0.192
H  2.669  -2.916  1.436
H  3.495  -4.507  1.315
H  3.567  -3.303  0.005
H  5.352  0.942  0.797
H  5.740  1.364  2.280
C  1.440  -9.071  -0.415
C  0.881  -8.306  0.718
C  1.079  -6.845  0.786
O  0.488  -6.168  -0.324
C  0.650  -4.782  -0.258
N  -0.470  -8.694  0.959
H  1.356  -8.500  -1.339
H  0.995  -10.028  -0.689
H  2.521  -9.159  -0.310
H  1.399  -8.554  1.645
H  2.133  -6.641  0.598
H  0.685  -6.422  1.710
H  1.642  -4.504  -0.615
H  0.436  -4.378  0.731
H  -0.040  -4.288  -0.942
H  -0.452  -9.669  0.695
H  -1.017  -8.262  0.228
C  -2.285  6.200  6.267
C  -3.117  5.094  5.486
C  -2.488  4.665  4.157
O  -2.421  5.739  3.295
C  -1.451  5.509  2.269
N  -3.013  3.994  6.409
H  -2.270  7.105  5.660
H  -1.226  5.981  6.408
H  -2.688  6.447  7.249
H  -4.170  5.309  5.303
H  -3.118  3.891  3.718
H  -1.504  4.229  4.326
H  -1.729  4.662  1.642
H  -0.450  5.215  2.581
H  -1.398  6.278  1.498
H  -3.406  3.144  6.030
H  -2.027  3.810  6.530
C  1.219  3.508  -3.552
C  2.536  2.918  -3.368
C  3.771  3.963  -3.349
O  3.663  4.698  -4.571
C  4.803  5.513  -4.812
N  2.529  2.152  -2.105
H  1.107  4.018  -4.509
H  0.877  4.262  -2.843
H  0.510  2.680  -3.591
H  2.866  2.181  -4.100
H  4.718  3.424  -3.298
H  3.504  4.578  -2.490
H  5.326  6.105  -4.061
H  4.521  6.081  -5.699
H  5.633  4.924  -5.203
H  2.453  2.671  -1.242
H  1.707  1.566  -2.104
C  -3.591  -3.250  2.453
O  -2.337  -3.379  1.801
H  -4.059  -4.234  2.433
H  -3.539  -2.891  3.481
H  -4.158  -2.446  1.985
H  -2.305  -4.283  1.480
C  3.464  4.816  0.672
O  2.437  3.897  0.134
H  4.322  5.043  0.038
H  3.132  5.643  1.299
H  3.893  4.088  1.360
H  1.797  4.468  -0.298
C  -4.643  -0.059  -0.584
O  -4.365  -1.262  -1.380
H  -5.351  0.480  -1.213
H  -5.049  -0.348  0.386
H  -3.664  0.410  -0.489
H  -3.560  -1.689  -1.078

Values from the calculation:
* relative energy (zero: lowest compared OMol25 entry of this formula, charge and spin): 104.3 kcal per mole
* HOMO: -8.501 eV
* gap between HOMO and LUMO: 8.9134 eV
* max |F|: 3.88 eV/A
* electronic energy: -95939.052 eV
* multiplicity: 1


Entry 2:
Below is 17 unconnected molecules or ions with the total composition C47H135N7O17 in a non-equilibrium geometry, with properties calculated with ωB97M-V/def2-TZVPD.

Element x y z (Å)
C  -3.537  -0.953  2.478
O  -3.766  -2.344  2.155
H  -4.367  -0.517  3.044
H  -2.610  -0.828  3.028
H  -3.492  -0.331  1.571
H  -4.714  -2.497  2.254
C  1.823  0.421  -4.666
C  0.888  0.622  -3.504
O  1.443  -0.035  -2.369
H  1.420  0.927  -5.552
H  1.821  -0.643  -4.925
H  2.849  0.717  -4.482
H  -0.119  0.237  -3.729
H  0.751  1.692  -3.278
H  0.813  0.095  -1.606
C  3.869  -4.741  -1.033
C  3.345  -5.261  0.304
O  3.072  -4.147  1.201
H  4.042  -5.585  -1.706
H  4.794  -4.195  -0.842
H  3.160  -4.038  -1.473
H  4.148  -5.825  0.779
H  2.435  -5.852  0.161
H  2.582  -3.461  0.681
C  -3.176  3.963  -0.433
C  -3.663  5.415  -0.448
O  -3.299  6.081  0.764
H  -2.267  3.894  0.167
H  -2.936  3.685  -1.461
H  -3.931  3.265  -0.066
H  -4.745  5.402  -0.581
H  -3.129  5.883  -1.278
H  -3.994  6.709  0.977
C  -5.417  0.408  -0.140
C  -6.487  0.155  -1.196
O  -7.820  0.283  -0.643
H  -5.132  1.462  -0.033
H  -4.473  -0.095  -0.409
H  -5.674  0.039  0.852
H  -6.414  -0.879  -1.531
H  -6.402  0.842  -2.038
H  -8.051  1.218  -0.645
C  4.123  1.417  5.326
C  4.776  0.722  6.509
O  3.857  0.315  7.522
H  3.517  2.267  5.622
H  3.521  0.705  4.757
H  4.888  1.790  4.634
H  5.483  1.406  6.990
H  5.271  -0.196  6.208
H  2.943  0.675  7.356
C  6.041  -1.627  1.421
C  5.706  -2.411  2.666
O  5.553  -3.770  2.451
H  6.799  -2.110  0.791
H  6.432  -0.625  1.632
H  5.210  -1.518  0.708
H  4.816  -2.007  3.175
H  6.505  -2.304  3.403
H  4.765  -3.892  1.868
C  0.639  -5.436  -2.588
C  -0.722  -4.994  -2.235
O  -0.644  -4.086  -1.125
H  0.635  -6.097  -3.456
H  1.088  -5.989  -1.763
H  1.276  -4.579  -2.815
H  -1.332  -5.872  -1.960
H  -1.260  -4.507  -3.064
H  -1.559  -3.789  -0.916
C  -2.247  4.127  3.593
C  -2.172  2.720  3.034
O  -2.173  1.778  4.089
H  -1.529  4.337  4.386
H  -3.235  4.321  4.043
H  -2.185  4.859  2.783
H  -1.268  2.687  2.423
H  -3.052  2.548  2.408
H  -2.626  2.213  4.822
C  -5.274  -4.416  -0.999
C  -4.222  -3.350  -1.287
O  -3.166  -3.360  -0.339
H  -4.792  -5.399  -1.093
H  -6.038  -4.473  -1.779
H  -5.678  -4.329  0.008
H  -4.673  -2.348  -1.375
H  -3.818  -3.543  -2.290
H  -3.448  -2.999  0.540
C  2.174  -0.212  1.310
C  1.114  -1.253  1.084
C  -0.291  -0.693  0.946
O  -0.366  0.021  -0.273
C  -1.682  0.343  -0.643
N  1.477  -2.101  -0.086
H  2.244  0.504  0.494
H  3.138  -0.720  1.423
H  2.022  0.318  2.256
H  1.110  -1.955  1.930
H  -0.514  -0.033  1.801
H  -1.014  -1.523  0.913
H  -2.237  -0.587  -0.854
H  -1.706  0.992  -1.519
H  -2.249  0.878  0.138
H  0.638  -2.525  -0.484
H  1.862  -1.541  -0.848
C  1.553  3.241  0.078
C  3.056  3.072  -0.032
C  3.671  4.128  -0.917
O  3.130  4.215  -2.198
C  3.535  3.169  -3.034
N  3.663  3.149  1.317
H  1.027  2.926  -0.829
H  1.321  4.298  0.222
H  1.190  2.642  0.908
H  3.242  2.089  -0.507
H  4.766  4.086  -0.947
H  3.399  5.090  -0.457
H  2.782  2.996  -3.804
H  3.602  2.224  -2.483
H  4.493  3.389  -3.514
H  3.662  2.217  1.730
H  4.662  3.369  1.235
C  -5.028  2.260  -6.723
C  -4.477  0.848  -6.954
C  -4.580  0.007  -5.697
O  -3.898  0.631  -4.627
C  -3.832  -0.150  -3.469
N  -5.237  0.229  -8.095
H  -4.961  2.795  -7.663
H  -4.398  2.771  -5.993
H  -6.037  2.212  -6.319
H  -3.427  0.882  -7.265
H  -4.177  -1.009  -5.876
H  -5.644  -0.120  -5.404
H  -3.010  -0.877  -3.557
H  -4.777  -0.686  -3.317
H  -3.614  0.484  -2.613
H  -6.124  -0.135  -7.709
H  -4.763  -0.645  -8.368
C  7.902  0.763  -3.748
C  6.986  1.279  -2.653
C  6.142  0.182  -2.037
O  5.280  -0.325  -3.025
C  4.352  -1.273  -2.464
N  7.767  1.909  -1.582
H  8.396  1.644  -4.182
H  7.319  0.295  -4.541
H  8.686  0.077  -3.433
H  6.279  1.971  -3.144
H  5.550  0.572  -1.199
H  6.807  -0.646  -1.748
H  4.920  -2.203  -2.286
H  3.556  -1.404  -3.192
H  3.906  -0.959  -1.509
H  8.354  2.641  -1.981
H  7.144  2.406  -0.943
C  -4.861  -6.055  2.933
C  -3.414  -6.388  2.668
C  -2.533  -5.440  3.478
O  -1.186  -5.593  3.184
C  -0.703  -4.529  2.404
N  -3.176  -7.805  3.028
H  -5.070  -4.987  2.826
H  -5.201  -6.406  3.912
H  -5.520  -6.567  2.222
H  -3.218  -6.267  1.598
H  -2.692  -5.694  4.536
H  -2.918  -4.420  3.362
H  0.385  -4.599  2.390
H  -1.003  -3.561  2.820
H  -1.060  -4.601  1.370
H  -3.596  -7.975  3.946
H  -2.173  -7.919  3.210
C  0.043  6.603  -3.988
C  -0.367  5.768  -2.793
C  -0.524  4.334  -3.160
O  -1.414  4.212  -4.205
C  -1.652  2.880  -4.567
N  0.558  5.896  -1.646
H  1.042  6.272  -4.309
H  0.110  7.665  -3.749
H  -0.614  6.481  -4.851
H  -1.290  6.197  -2.378
H  -0.827  3.780  -2.257
H  0.494  3.981  -3.414
H  -2.089  2.304  -3.747
H  -0.719  2.407  -4.908
H  -2.316  2.885  -5.422
H  1.372  5.283  -1.733
H  0.907  6.848  -1.630
C  0.864  -0.961  5.537
C  -0.135  -0.257  6.450
C  0.131  1.244  6.590
O  1.310  1.460  7.316
C  1.409  2.770  7.781
N  -1.535  -0.515  6.002
H  0.466  -1.937  5.271
H  1.821  -1.116  6.032
H  0.961  -0.369  4.619
H  -0.061  -0.634  7.479
H  -0.710  1.727  7.105
H  0.194  1.686  5.580
H  2.446  2.986  7.997
H  0.787  2.897  8.678
H  0.983  3.474  7.054
H  -1.757  0.035  5.166
H  -2.160  -0.173  6.735

Values from the calculation:
* HOMO: -8.920 eV
* gap between HOMO and LUMO: 8.9293 eV
* max |F|: 1.78 eV/A
* electronic energy: -96161.558 eV
* multiplicity: 1